# 1
A structure of composition C25H47IrN4OS4 at a distorted geometry, computed with ωB97M-V/def2-TZVPD.

The geometry in XYZ format:
```
82
Properties=species:S:1:pos:R:3:forces:R:3
Ir -0.719 0.122 0.499 0.5 -3.6 -2.1
C 1.261 -1.663 1.899 -0.4 -0.1 -0.2
C 1.568 -0.297 1.669 0.0 0.2 0.1
C 1.601 -0.111 0.201 -0.7 0.4 -0.3
C 1.200 -1.380 -0.344 -0.7 1.4 0.1
C 1.063 -2.350 0.682 -0.3 -0.1 1.1
C 0.928 -3.820 0.510 0.0 -0.5 0.1
C 2.370 -4.389 0.625 -0.1 0.4 -0.1
C 0.079 -4.460 1.614 -0.1 0.3 -0.1
C 0.357 -4.183 -0.859 0.0 0.2 0.2
C 2.288 0.913 -0.702 0.1 0.6 -0.2
C 3.690 1.283 -0.193 -0.2 -0.1 -0.1
C 2.484 0.327 -2.111 -0.1 0.1 0.2
C 1.458 2.202 -0.858 0.1 -0.1 0.0
C 1.922 0.586 2.839 0.0 0.3 0.2
C 3.428 0.421 3.138 0.0 0.0 -0.1
C 1.184 0.115 4.106 0.1 0.0 -0.2
C 1.549 2.052 2.600 0.1 -0.2 0.0
H 1.245 -2.128 2.867 -0.1 0.0 0.1
H 1.210 -1.637 -1.384 -0.1 0.1 -0.3
H 2.798 -4.175 1.600 0.1 0.0 0.1
H 3.013 -3.964 -0.140 0.2 0.0 -0.1
H 2.336 -5.467 0.491 -0.1 -0.1 0.0
H 0.484 -4.282 2.606 0.1 0.0 0.1
H 0.044 -5.536 1.464 0.0 -0.1 0.0
H -0.938 -4.073 1.575 -0.1 -0.1 0.1
H 1.010 -3.856 -1.662 0.1 0.0 -0.1
H -0.624 -3.729 -0.994 -0.1 -0.1 -0.1
H 0.254 -5.260 -0.938 0.0 -0.1 0.0
H 4.282 0.396 0.012 0.1 -0.1 0.1
H 3.658 1.910 0.688 0.0 0.0 0.1
H 4.200 1.850 -0.967 0.1 0.0 -0.1
H 3.101 -0.568 -2.082 0.1 -0.1 -0.1
H 3.000 1.057 -2.729 0.0 0.1 0.0
H 1.533 0.103 -2.590 -0.1 -0.1 -0.1
H 1.374 2.757 0.069 0.0 0.1 0.1
H 0.458 1.971 -1.226 0.1 0.1 -0.1
H 1.947 2.846 -1.585 0.1 0.1 -0.1
H 3.675 -0.625 3.298 0.0 -0.1 0.1
H 3.664 0.969 4.046 0.0 0.1 0.1
H 4.057 0.794 2.340 0.1 0.1 -0.1
H 1.565 -0.832 4.474 0.0 -0.1 0.1
H 0.116 0.018 3.925 -0.1 -0.1 0.1
H 1.332 0.844 4.898 0.0 0.1 0.0
H 2.230 2.537 1.911 0.0 0.1 -0.1
H 1.596 2.603 3.534 0.0 0.0 0.1
H 0.527 2.115 2.211 0.0 0.2 0.0
N -2.213 0.275 2.541 0.3 0.3 0.0
N -3.297 -0.612 2.593 -0.4 -0.1 0.3
C -3.457 -1.594 1.699 0.3 0.2 -0.1
N -4.492 -2.411 1.790 -0.1 0.0 0.1
S -2.339 -1.825 0.428 0.5 0.8 -0.4
H -1.721 0.275 3.437 -0.2 -0.2 -0.2
H -2.538 1.229 2.359 0.0 -0.2 -0.1
H -3.979 -0.496 3.338 0.2 0.1 -0.1
H -5.195 -2.340 2.515 0.1 0.0 0.0
H -4.625 -3.145 1.107 0.1 0.1 0.0
S -1.444 0.425 -2.141 -0.2 0.5 1.7
C -0.825 -0.390 -3.489 0.7 -0.6 -0.5
N -0.583 0.225 -4.632 -0.4 0.0 0.7
C -0.158 -0.564 -5.769 0.0 -0.2 -0.8
C 0.053 -2.001 -5.290 0.2 -0.4 0.1
S -0.506 -2.084 -3.549 -0.1 0.4 -0.1
H -0.765 1.211 -4.762 0.0 0.1 0.2
H 0.769 -0.143 -6.172 -0.2 0.0 0.1
H -0.922 -0.512 -6.551 0.1 0.0 0.1
H 1.100 -2.302 -5.309 -0.1 0.1 -0.1
H -0.527 -2.722 -5.865 0.0 0.1 0.0
O -1.889 2.096 0.458 0.2 -1.3 0.4
S -1.667 3.581 0.137 -0.3 0.8 -0.3
C -3.226 4.381 0.704 0.3 0.0 -0.2
C -4.180 4.333 -0.472 -0.2 0.1 -0.2
C -3.341 4.659 -1.700 -0.2 0.1 0.1
C -2.139 3.737 -1.636 0.1 0.2 0.2
H -2.955 5.406 0.957 0.1 0.1 0.0
H -3.587 3.885 1.601 0.2 -0.1 0.1
H -4.985 5.056 -0.345 0.0 0.0 0.1
H -4.625 3.340 -0.565 0.0 0.0 0.0
H -3.028 5.704 -1.678 0.0 0.0 0.0
H -3.899 4.497 -2.623 0.1 0.0 0.0
H -1.278 4.095 -2.195 0.1 -0.1 0.0
H -2.398 2.724 -1.944 0.1 0.1 0.1
```
Positions in Å, forces in eV/Å.

total charge	+3
energy	-2971.09876	a.u.
multiplicity	2
relative energy (zero: lowest compared OMol25 entry of this formula, charge and spin)	3.935	eV
expectation value of S²	1.228
orbital gap (alpha / beta)	5.5 / 6.4	eV

Here are the Löwdin charges for atoms 1 to 8, given in e: Ir 0.994; C 0.065; C -0.113; C -0.191; C -0.016; C -0.132; C -0.542; C 0.012

---

# 2
A cluster of 2 separate species, C4H6N2O in total at a distorted geometry, computed with ωB97M-V/def2-TZVPD.

The geometry in XYZ format:
```
13
Properties=species:S:1:pos:R:3:forces:R:3
C -2.375 0.125 -0.094 4.0 1.7 -2.7
C -1.540 -0.789 0.442 -3.2 -1.5 1.9
C 1.476 1.564 -0.306 0.4 -1.1 1.4
C -0.179 -1.106 0.313 0.5 1.0 -0.5
N 2.067 -1.677 -0.121 1.7 -1.9 -0.5
N 0.964 -1.244 0.106 -2.3 0.2 0.6
O 2.505 1.044 -0.681 -0.6 1.2 0.8
H -3.360 0.252 0.133 -2.5 -0.3 1.1
H -2.099 0.956 -0.897 0.1 -2.0 1.7
H -2.102 -1.514 1.212 1.3 1.5 -1.7
H 0.613 1.522 -0.937 -0.8 0.4 -0.9
H 1.209 1.918 0.775 1.0 -0.3 -1.4
H 2.822 -1.052 0.056 0.4 0.9 0.0
```
Positions in Å, forces in eV/Å.

energy	-340.57358	a.u.
relative energy (zero: lowest compared OMol25 entry of this formula, charge and spin)	6.023	eV
orbital gap (alpha / beta)	8.4 / 8.4	eV

Here are the Löwdin charges for atoms 1 to 8, given in e: C 0.004; C -0.185; C -0.150; C -0.029; N 0.077; N -0.141; O -0.031; H 0.007